[1]
Molecular formula: C18H24N5O4
Method: DFT, the ωB97M-V functional and the def2-TZVPD basis

Output
- charge = +1
- HOMO level (eV) = -10.7164
- molecular weight (g mol⁻¹) = 374.421
- SMILES = CNC(=O)[C@@H](Cc1ccc(O)cc1)NC(=O)[C@@H](Cc1c[nH]c[nH+]1)NC(C)=O
- LUMO energy (eV) = -2.499
- relative energy (zero: lowest compared OMol25 entry of this formula, charge and spin) (kJ/mol) = 20.35

CARTESIAN COORDINATES (ANGSTROEM)
C (-0.2112, 1.1969, 4.2918)
N (-0.5500, 1.1444, 2.8557)
C (0.3262, 0.9583, 1.8846)
O (1.5210, 0.7651, 2.1118)
C (-0.2709, 0.8999, 0.4520)
C (-0.3873, 2.3056, -0.1647)
C (-1.2938, 3.2799, 0.5894)
C (-0.7137, 4.1740, 1.5616)
C (-1.5137, 5.1085, 2.2815)
C (-2.9074, 5.1649, 2.0172)
O (-3.7010, 6.0280, 2.7186)
C (-3.4820, 4.2994, 1.0771)
C (-2.6789, 3.3630, 0.3451)
N (0.5324, 0.0546, -0.4243)
C (0.8698, -1.2096, -0.1869)
O (0.5032, -1.8146, 0.7971)
C (1.9141, -1.9069, -1.1275)
C (2.8794, -2.8736, -0.3749)
C (3.7207, -2.1802, 0.6557)
C (5.0535, -1.8625, 0.5266)
N (5.3586, -1.0276, 1.6115)
C (4.2366, -0.8155, 2.3445)
N (3.2313, -1.5205, 1.7983)
N (1.2141, -2.6691, -2.1796)
C (0.4595, -2.0796, -3.1253)
C (-0.3016, -2.9713, -4.0874)
O (0.3983, -0.8693, -3.2781)
H (-0.9922, 0.6729, 4.8607)
H (-0.1950, 2.2341, 4.5793)
H (0.7524, 0.8605, 4.5349)
H (-1.5032, 1.3046, 2.5952)
H (-1.2812, 0.5095, 0.4985)
H (-0.5821, 2.1991, -1.2439)
H (0.6261, 2.7482, -0.0573)
H (0.3585, 4.1826, 1.7434)
H (-1.0350, 5.7646, 2.9809)
H (-4.6331, 5.9496, 2.4822)
H (-4.5592, 4.3193, 0.9271)
H (-3.1351, 2.7536, -0.4572)
H (0.7985, 0.4104, -1.3389)
H (2.4641, -1.1304, -1.6455)
H (2.2639, -3.6415, 0.1155)
H (3.5488, -3.3904, -1.1237)
H (5.7004, -2.1201, -0.3176)
H (6.3089, -0.6822, 1.7735)
H (4.1238, -0.1546, 3.2167)
H (2.2420, -1.3148, 1.9160)
H (1.2612, -3.7019, -2.1782)
H (0.3197, -3.3128, -4.9055)
H (-1.0630, -2.3126, -4.4990)
H (-0.7552, -3.7741, -3.5868)

Atomic partial charges in e from the Löwdin method, atoms 1 to 6: C -0.01; N 0.06; C -0.45; O 0.02; C -0.19; C -0.10

[2]
Molecular formula: C50H38ClF3InNO4S7Sb2
Method: DFT, the ωB97M-V functional and the def2-TZVPD basis

Output
- charge = -2
- HOMO level (eV) = -2.4281
- molecular weight (g mol⁻¹) = 1392.111
- LUMO energy (eV) = 3.669
- relative energy (zero: lowest compared OMol25 entry of this formula, charge and spin) (kJ/mol) = 0.00

CARTESIAN COORDINATES (ANGSTROEM)
In (1.7907, -2.0029, -0.0323)
S (5.1156, -2.5886, 6.3064)
C (4.5087, -2.2484, 4.7924)
S (3.2019, -1.1772, 4.4998)
C (3.1467, -1.2886, 2.7548)
C (4.0479, -2.1327, 2.2023)
S (4.2230, -2.5629, 0.5184)
S (5.0971, -2.9450, 3.3417)
S (1.8983, -0.3773, 1.9521)
C (-1.4677, 0.1856, -0.9336)
C (-1.4118, 1.6847, -1.2066)
C (-0.3878, 2.0352, -2.2992)
Sb (1.1990, 3.4304, -1.8705)
C (-0.1001, 5.1787, -1.9370)
C (-1.4901, 5.1186, -2.0268)
C (-2.2649, 6.2732, -2.0337)
C (-1.6601, 7.5190, -1.9512)
C (-0.2766, 7.6005, -1.8647)
C (0.4880, 6.4416, -1.8612)
C (1.2398, 3.4525, 0.2766)
C (0.1875, 3.9481, 1.0486)
C (0.2771, 3.9808, 2.4329)
C (1.4325, 3.5395, 3.0656)
C (2.4885, 3.0584, 2.3093)
C (2.3897, 3.0094, 0.9243)
Sb (-3.2302, -0.6055, 0.0114)
C (-2.8527, 0.0034, 2.0263)
C (-1.5660, 0.2538, 2.4856)
C (-1.3270, 0.5039, 3.8311)
C (-2.3809, 0.5150, 4.7326)
C (-3.6763, 0.2862, 4.2821)
C (-3.9071, 0.0290, 2.9384)
C (-4.5103, 1.0906, -0.3931)
C (-5.4774, 0.9983, -1.3911)
C (-6.2756, 2.0876, -1.7253)
C (-6.1170, 3.2922, -1.0576)
C (-5.1610, 3.4004, -0.0547)
C (-4.3683, 2.3093, 0.2725)
H (-0.6374, -0.1388, -0.3025)
H (-1.3807, -0.3881, -1.8586)
H (-1.1850, 2.1974, -0.2684)
H (-2.3959, 2.0492, -1.5099)
H (-0.8798, 2.4555, -3.1816)
H (0.1432, 1.1420, -2.6267)
H (-1.9915, 4.1597, -2.0796)
H (-3.3441, 6.1932, -2.0966)
H (-2.2616, 8.4202, -1.9531)
H (0.2075, 8.5680, -1.7989)
H (1.5682, 6.5267, -1.7902)
H (-0.7116, 4.3212, 0.5706)
H (-0.5588, 4.3471, 3.0174)
H (1.5008, 3.5541, 4.1467)
H (3.3793, 2.6803, 2.7951)
H (3.2020, 2.5805, 0.3498)
H (-0.7202, 0.2142, 1.8133)
H (-0.3078, 0.6682, 4.1611)
H (-2.1958, 0.6918, 5.7853)
H (-4.5036, 0.2882, 4.9826)
H (-4.9221, -0.1667, 2.6034)
H (-5.6116, 0.0629, -1.9250)
H (-7.0185, 1.9935, -2.5087)
H (-6.7340, 4.1444, -1.3164)
H (-5.0260, 4.3395, 0.4688)
H (-3.6230, 2.4091, 1.0541)
F (-1.7982, -4.7069, -3.4071)
C (-0.6006, -5.2210, -3.7355)
F (-0.1265, -4.4928, -4.7611)
F (-0.8521, -6.4573, -4.2436)
C (0.3500, -5.2891, -2.5798)
C (0.7762, -6.5169, -2.1112)
C (1.6522, -6.5981, -1.0359)
C (2.0852, -5.4105, -0.4755)
N (1.6884, -4.2318, -0.9293)
C (0.8055, -4.1104, -1.9438)
S (0.3701, -2.4913, -2.2873)
H (0.4163, -7.4187, -2.5879)
H (1.9875, -7.5496, -0.6498)
H (2.7731, -5.3678, 0.3619)
O (6.1844, -2.6241, -6.4063)
C (6.1855, -1.3342, -5.9639)
O (6.8922, -0.5370, -6.5272)
C (5.2922, -1.0224, -4.8275)
C (4.6654, -1.9934, -4.0422)
C (3.8230, -1.6450, -3.0074)
C (3.5645, -0.2977, -2.7050)
S (2.5101, 0.2014, -1.4172)
C (4.2156, 0.6735, -3.4873)
C (5.0576, 0.3191, -4.5188)
H (5.5138, -3.1198, -5.9226)
H (4.8421, -3.0542, -4.1989)
H (3.3443, -2.4229, -2.4297)
H (4.0369, 1.7189, -3.2673)
H (5.5484, 1.0777, -5.1148)
Cl (-3.2911, -3.6574, 6.7806)
C (-2.3210, -3.5369, 5.3286)
C (-0.9453, -3.6543, 5.4251)
C (-0.1843, -3.5376, 4.2718)
C (-0.7950, -3.2919, 3.0485)
C (-2.1771, -3.1847, 2.9771)
C (-2.9527, -3.3126, 4.1177)
C (0.0654, -3.0500, 1.8425)
O (1.2425, -3.4669, 1.8589)
O (-0.4080, -2.3745, 0.8813)
H (-0.4802, -3.8182, 6.3875)
H (0.8953, -3.6056, 4.3087)
H (-2.6385, -2.9842, 2.0191)
H (-4.0285, -3.2131, 4.0759)

Atomic partial charges in e from the Löwdin method, atoms 1 to 6: In 0.23; S 0.40; C -1.54; S 0.88; C -1.10; C -1.13

[3]
Molecular formula: C31H63NO18Zr
Method: DFT, the ωB97M-V functional and the def2-TZVPD basis

Output
- charge = +2
- HOMO level (eV) = -13.9909
- molecular weight (g mol⁻¹) = 829.058
- LUMO energy (eV) = -6.849
- relative energy (zero: lowest compared OMol25 entry of this formula, charge and spin) (kJ/mol) = 0.00

CARTESIAN COORDINATES (ANGSTROEM)
Zr (-2.2370, 0.0821, 1.9198)
O (-0.8615, 1.6798, 2.1554)
C (0.3756, 1.5388, 1.5063)
C (0.5134, 0.2603, 0.6850)
O (-0.5347, -0.6515, 0.8515)
H (1.1876, 1.5955, 2.2343)
H (0.4753, 2.3946, 0.8324)
H (1.5149, -0.1588, 0.8504)
H (0.5303, 0.5127, -0.3878)
C (2.9774, -3.0336, 0.4835)
N (1.8466, -3.9611, 0.4716)
O (1.0280, -3.8568, -0.3914)
O (1.7983, -4.7511, 1.3253)
H (3.3554, -2.8129, -0.5050)
H (3.7527, -3.4865, 1.0923)
H (2.6214, -2.1538, 1.0201)
O (-2.7634, 1.0533, -0.0368)
C (-2.9545, 1.2571, -1.2332)
O (-4.1279, 1.5917, -1.6926)
C (-5.2767, 1.6284, -0.7710)
C (-6.4953, 2.1081, -1.5290)
C (-1.8508, 1.2831, -2.2328)
H (-5.1332, 2.3466, 0.0446)
H (-5.4056, 0.6306, -0.3559)
H (-7.4048, 1.9044, -0.9544)
H (-6.6928, 1.4959, -2.4216)
H (-6.4685, 3.1396, -1.8595)
H (-2.2625, 1.3670, -3.2314)
H (-1.2355, 0.3881, -2.1778)
H (-1.2009, 2.1222, -1.9669)
O (-3.2674, -1.5198, 0.2901)
C (-3.1251, -2.6072, -0.3255)
O (-4.1018, -3.3311, -0.8067)
C (-5.4729, -2.9233, -0.8365)
C (-5.8514, -2.3978, -2.2014)
C (-1.8068, -3.2302, -0.5293)
H (-5.7084, -2.2134, -0.0421)
H (-6.0686, -3.8141, -0.6423)
H (-6.9009, -2.1720, -2.3397)
H (-5.4245, -2.9767, -3.0267)
H (-5.3193, -1.4509, -2.4131)
H (-1.0922, -2.4611, -0.8292)
H (-1.8287, -3.9892, -1.3016)
H (-1.3422, -3.6053, 0.3806)
O (-0.4353, -0.8145, 3.6855)
C (0.0261, -1.6783, 4.4216)
O (1.0930, -1.4592, 5.1546)
C (1.6615, -0.1199, 5.2008)
C (2.8102, -0.0133, 4.2196)
C (-0.4261, -3.1237, 4.4400)
H (2.0192, 0.0411, 6.2128)
H (0.8773, 0.6058, 4.9754)
H (2.4838, -0.1054, 3.1832)
H (3.5626, -0.7681, 4.4443)
H (3.2862, 0.9626, 4.3393)
H (-0.1579, -3.5984, 5.3740)
H (-0.1293, -3.7010, 3.5694)
H (-1.5247, -3.0499, 4.3569)
O (5.4662, -0.8497, -0.3923)
C (5.0046, 0.0370, 0.2300)
O (4.0095, 0.7877, -0.1965)
C (3.6615, 0.6175, -1.6063)
C (4.6364, 1.2082, -2.5718)
C (5.4703, 0.3905, 1.5991)
H (2.6908, 1.1175, -1.6888)
H (3.5165, -0.4385, -1.8284)
H (5.6347, 0.7947, -2.4213)
H (4.6449, 2.2925, -2.5933)
H (4.3691, 0.8190, -3.5585)
H (6.4572, -0.0079, 1.8048)
H (4.8594, -0.1850, 2.3146)
H (5.3562, 1.4468, 1.8187)
O (-2.5472, 0.9123, 4.2158)
C (-2.5067, 0.9139, 5.4535)
O (-2.3344, 1.9958, 6.1378)
C (-2.1054, 3.2599, 5.4652)
C (-0.6637, 3.4662, 5.0631)
C (-2.6681, -0.3155, 6.2980)
H (-2.4171, 4.0018, 6.2007)
H (-2.8095, 3.4128, 4.6440)
H (-0.6168, 4.4014, 4.5090)
H (-0.3645, 2.6955, 4.3436)
H (-0.0168, 3.4325, 5.9332)
H (-3.2943, -1.0660, 5.8499)
H (-2.9272, -0.0137, 7.3105)
H (-1.6290, -0.6544, 6.4511)
O (0.8123, 4.5852, -1.5983)
C (1.7437, 3.8581, -1.5822)
O (2.1743, 3.1665, -2.6251)
C (1.3187, 3.1116, -3.7962)
C (1.7952, 1.9749, -4.6504)
C (2.6696, 3.7121, -0.3973)
H (1.4345, 4.0599, -4.3224)
H (0.2776, 2.9910, -3.4920)
H (1.9659, 1.0636, -4.0704)
H (2.7494, 2.2236, -5.1240)
H (1.1412, 1.7340, -5.4889)
H (3.5996, 4.2118, -0.6971)
H (2.8711, 2.6476, -0.2866)
H (2.3227, 4.2739, 0.4574)
O (2.8581, -1.3110, -4.0696)
C (1.6726, -1.3648, -4.1787)
O (1.0248, -1.6965, -5.2827)
C (1.7305, -2.2635, -6.4123)
C (0.8595, -3.2524, -7.1489)
C (0.7420, -0.9036, -3.0790)
H (2.6061, -2.7993, -6.0254)
H (2.1465, -1.4667, -7.0291)
H (0.1803, -2.8041, -7.8749)
H (0.2849, -3.8918, -6.4824)
H (1.5290, -3.8993, -7.7207)
H (0.2977, 0.0406, -3.3647)
H (1.4180, -0.8121, -2.2345)
H (-0.0105, -1.6620, -2.8885)

Atomic partial charges in e from the Löwdin method, atoms 1 to 6: Zr 2.13; O -0.33; C -0.25; C -0.27; O -0.33; H 0.11